This record from OMol25 describes C51H67N3O6S3Si2Sr as an isolated structure in a non-equilibrium geometry. The level of theory is the ωB97M-V functional and the def2-TZVPD basis.

Properties
**HOMO level**: -1.839 eV
**E_tot**: -119839.51725 eV
**ΔE to the lowest compared entry with this formula, charge and spin**: 47.1 kJ/mol
**Total charge**: -2
**HOMO-LUMO gap**: 5.81 eV

Last column: Mulliken charge in e.
CARTESIAN COORDINATES (ANGSTROEM)
Sr (0.45, -0.40, 0.01)  0.81
C (1.04, 3.02, 3.92)  -2.51
C (0.63, 1.82, 3.09)  -0.01
N (0.94, 1.72, 1.84)  1.82
N (1.75, 2.79, 1.39)  -0.95
C (1.40, 3.22, 0.23)  -0.35
S (0.15, 2.73, -0.82)  0.13
S (2.44, 4.63, -0.28)  -0.33
C (1.60, 5.90, 0.69)  -1.11
C (0.17, 6.09, 0.26)  0.33
C (-0.86, 5.45, 0.94)  0.22
C (-2.17, 5.55, 0.49)  -0.39
C (-2.46, 6.29, -0.64)  -0.30
C (-1.44, 6.94, -1.32)  -0.62
C (-0.13, 6.83, -0.87)  -0.40
C (-0.18, 0.79, 3.80)  0.74
C (-0.68, 1.10, 5.08)  -0.79
C (-1.41, 0.21, 5.84)  -1.00
C (-1.66, -1.06, 5.33)  -0.65
C (-1.21, -1.40, 4.08)  -0.65
C (-0.47, -0.50, 3.27)  -0.44
O (-0.12, -0.86, 2.09)  0.87
H (0.20, 3.71, 4.03)  0.38
H (1.86, 3.54, 3.45)  0.38
H (1.33, 2.71, 4.92)  0.68
H (2.17, 6.83, 0.54)  0.50
H (1.66, 5.65, 1.75)  0.32
H (-0.62, 4.83, 1.79)  0.14
H (-2.95, 5.01, 1.01)  0.29
H (-3.48, 6.35, -1.00)  0.37
H (-1.66, 7.51, -2.21)  0.35
H (0.67, 7.30, -1.43)  0.32
H (-0.49, 2.08, 5.49)  0.35
H (-1.76, 0.50, 6.82)  0.35
H (-2.22, -1.79, 5.91)  0.31
H (-1.39, -2.38, 3.65)  0.33
C (-3.11, 0.86, 1.37)  -1.58
C (-3.37, -0.19, 0.30)  1.81
C (-4.77, -0.04, -0.28)  -1.41
C (-3.18, -1.60, 0.85)  -0.85
O (-2.36, 0.04, -0.70)  1.05
Si (-2.30, -0.28, -2.33)  -0.13
S (-0.37, -0.18, -2.93)  -0.84
O (-3.37, 0.71, -3.14)  0.13
C (-3.35, 2.10, -3.45)  2.10
C (-2.21, 2.42, -4.41)  -1.54
C (-4.70, 2.37, -4.11)  -2.05
C (-3.22, 2.92, -2.17)  -1.32
O (-3.04, -1.76, -2.48)  0.53
C (-3.59, -2.38, -3.64)  1.87
C (-3.48, -3.88, -3.40)  -1.70
C (-2.81, -2.00, -4.89)  -1.52
C (-5.05, -1.96, -3.76)  -1.68
H (-3.80, 0.74, 2.21)  0.44
H (-3.22, 1.86, 0.95)  0.19
H (-2.10, 0.78, 1.76)  0.16
H (-5.50, -0.16, 0.52)  0.54
H (-4.96, -0.79, -1.05)  0.04
H (-4.90, 0.95, -0.72)  0.24
H (-3.90, -1.79, 1.65)  0.50
H (-2.18, -1.71, 1.28)  -0.21
H (-3.31, -2.33, 0.06)  -0.16
H (-2.30, 1.81, -5.31)  0.28
H (-1.25, 2.22, -3.96)  0.09
H (-2.26, 3.47, -4.69)  0.48
H (-4.80, 1.78, -5.02)  0.33
H (-4.80, 3.43, -4.37)  0.39
H (-5.51, 2.10, -3.44)  0.38
H (-2.29, 2.70, -1.65)  -0.43
H (-4.05, 2.72, -1.51)  0.11
H (-3.21, 3.99, -2.40)  0.79
H (-2.44, -4.18, -3.33)  0.24
H (-3.95, -4.44, -4.22)  0.43
H (-3.97, -4.15, -2.46)  0.32
H (-1.74, -2.20, -4.76)  0.21
H (-2.91, -0.94, -5.12)  0.13
H (-3.18, -2.58, -5.75)  0.52
H (-5.60, -2.29, -2.88)  0.31
H (-5.50, -2.41, -4.65)  0.47
H (-5.13, -0.88, -3.83)  0.04
C (-1.04, -4.61, -0.72)  -0.37
Si (0.79, -4.19, -0.95)  0.28
C (1.81, -5.79, -1.06)  -1.34
C (0.93, -3.48, -2.68)  -0.58
N (1.36, -3.09, 0.23)  0.10
C (1.71, -3.57, 1.45)  0.21
C (1.25, -4.79, 2.00)  -0.26
C (1.76, -5.36, 3.16)  -1.07
C (2.77, -4.72, 3.87)  -0.90
C (3.20, -3.48, 3.41)  -0.45
C (2.63, -2.90, 2.30)  0.24
O (3.06, -1.64, 1.87)  0.00
C (3.37, -0.70, 2.82)  0.29
C (4.38, 0.20, 2.51)  -0.68
C (4.70, 1.21, 3.41)  -0.46
C (4.04, 1.31, 4.62)  -0.81
C (3.02, 0.41, 4.91)  -0.64
C (2.67, -0.58, 4.02)  0.01
H (-1.64, -3.76, -1.04)  -0.48
H (-1.32, -4.83, 0.31)  0.36
H (-1.31, -5.47, -1.35)  0.45
H (1.29, -6.53, -1.66)  0.34
H (2.05, -6.23, -0.10)  0.39
H (2.75, -5.55, -1.56)  0.28
H (1.85, -2.92, -2.82)  0.14
H (0.93, -4.32, -3.38)  0.39
H (0.12, -2.81, -2.95)  -0.25
H (0.46, -5.33, 1.48)  0.29
H (1.36, -6.30, 3.50)  0.37
H (3.19, -5.16, 4.76)  0.35
H (3.96, -2.94, 3.95)  0.42
H (4.89, 0.12, 1.57)  0.28
H (5.47, 1.93, 3.14)  0.41
H (4.28, 2.10, 5.32)  0.35
H (2.45, 0.50, 5.83)  0.41
H (1.85, -1.25, 4.23)  0.74
C (3.20, 1.52, -2.50)  -1.33
C (3.48, 0.49, -1.45)  0.06
O (2.63, 0.14, -0.66)  0.46
C (4.81, -0.20, -1.35)  0.21
C (4.82, -1.50, -0.87)  0.04
C (6.03, -2.16, -0.72)  -0.61
C (7.21, -1.51, -1.03)  -0.50
C (7.20, -0.21, -1.51)  -0.65
C (5.99, 0.44, -1.70)  -0.59
H (2.16, 1.43, -2.81)  -0.07
H (3.89, 1.44, -3.34)  0.55
H (3.30, 2.51, -2.05)  0.24
H (3.88, -1.98, -0.59)  0.59
H (6.03, -3.18, -0.35)  0.45
H (8.16, -2.03, -0.89)  0.37
H (8.13, 0.29, -1.75)  0.39
H (5.97, 1.46, -2.08)  0.44